# 1
{
  "formula": "CH2Br3NO2S",
  "method": "ωB97M-V with the def2-TZVPD basis set",
  "elements": ["Br", "Br", "Br", "S", "O", "O", "N", "C", "H", "H"],
  "coordinates": [[-0.52762, -0.27985, -3.86125], [1.76508, -0.59370, 2.82692], [-1.04815, 1.56144, -1.30559], [0.65730, 0.30264, 1.14496], [1.52598, 0.35002, -0.00894], [0.10341, 1.48145, 1.71327], [-0.28485, -1.03423, 0.90025], [-1.45773, 1.06575, -3.06562], [0.15089, -1.51686, 0.08355], [-0.88431, -1.33666, 1.57244]],
  "e_homo_ha": -0.3270,
  "total_charge": 0,
  "lumo_energy_ha": -0.043,
  "homo_lumo_gap_ha": 0.2835
}

***

# 2
{
  "formula": "C5H11N2",
  "method": "ωB97M-V with the def2-TZVPD basis set",
  "elements": ["N", "N", "C", "C", "C", "C", "C", "H", "H", "H", "H", "H", "H", "H", "H", "H", "H", "H"],
  "coordinates": [[-1.24162, -1.54762, 0.26132], [-0.91025, -0.27318, 0.15104], [0.77626, 1.35165, -0.26772], [-1.89070, 0.77696, -0.02099], [0.49522, -0.04950, 0.11873], [1.45302, -1.04904, 0.82877], [1.40880, -1.10810, -0.59782], [-1.60784, 1.62707, 0.75788], [0.02273, 1.70087, -1.07125], [0.66908, 1.86687, 0.65110], [-2.32134, -1.66869, 0.30995], [2.14298, -0.55369, -1.16400], [-1.79832, 1.26100, -1.12332], [0.73747, -1.71812, -1.17809], [1.74218, 1.49531, -0.63182], [-2.84362, 0.29685, 0.10327], [2.25222, -0.59002, 1.44632], [0.91373, -1.81865, 1.42661]],
  "e_homo_ha": -0.5280,
  "total_charge": 1,
  "smiles": "[H]/N=[N+](\\C)C1(C)CC1",
  "lumo_energy_ha": -0.214,
  "homo_lumo_gap_ha": 0.3135
}

***

# 3
{
  "formula": "C4H8Ag2BBr4F4",
  "method": "ωB97M-V with the def2-TZVPD basis set",
  "elements": ["Ag", "Ag", "Br", "Br", "Br", "Br", "F", "F", "F", "F", "C", "C", "C", "C", "B", "H", "H", "H", "H", "H", "H", "H", "H"],
  "coordinates": [[-0.05190, -1.73227, 3.53203], [0.99471, 1.33412, 4.59939], [-2.55781, 0.47790, -0.82431], [2.96320, -0.25493, -2.10585], [-0.14079, 2.91027, -3.30564], [-1.74751, -3.20062, 1.84146], [1.87769, -0.94837, 2.43875], [2.15089, 1.32028, 1.90584], [0.14416, 0.48795, 2.70261], [0.87083, -0.05228, 0.53899], [0.93019, 1.70506, -2.23892], [-2.49105, -0.66780, 0.71361], [1.76208, 0.84429, -3.16075], [-2.12525, -2.05740, 0.29014], [1.33788, 0.21617, 1.78473], [1.56676, 2.28264, -1.57558], [1.17709, 0.19614, -3.80498], [2.38629, 1.45262, -3.81033], [-1.77331, -0.23897, 1.41517], [-2.90640, -2.51720, -0.31137], [0.25665, 1.11932, -1.62193], [-3.41822, -0.58409, 1.28285], [-1.20617, -2.09280, -0.28593]],
  "e_homo_ha": -0.4413,
  "total_charge": 1,
  "lumo_energy_ha": -0.237,
  "homo_lumo_gap_ha": 0.2043
}

***

# 4
{
  "formula": "C9H10O3",
  "method": "ωB97M-V with the def2-TZVPD basis set",
  "elements": ["O", "O", "O", "C", "C", "C", "C", "C", "C", "C", "C", "C", "H", "H", "H", "H", "H", "H", "H", "H", "H", "H"],
  "coordinates": [[-0.99732, 2.11826, 0.37410], [-0.57776, -1.41107, 0.17664], [-2.44522, -0.86171, -1.25182], [0.66411, -0.86283, 0.08323], [-1.58039, -0.48846, -0.13566], [1.84435, 1.20237, -0.37317], [0.62936, 0.52073, -0.31940], [-2.64719, -0.32923, 0.98425], [3.03644, 0.56447, 0.01469], [-0.75799, 1.07393, -0.43881], [3.05405, -0.85924, 0.24037], [1.85979, -1.52280, 0.26477], [-3.60550, -0.13126, 0.43577], [-2.03201, -1.08225, -2.15244], [1.95888, 2.31896, -0.54954], [-1.05459, 1.37657, -1.45451], [1.96312, -2.64198, 0.50078], [-1.97744, 2.22482, 0.38308], [3.91726, -1.51643, 0.09462], [-2.42383, 0.48604, 1.79203], [3.92958, 1.09885, -0.08061], [-2.75769, -1.27774, 1.41160]],
  "e_homo_ha": -0.3125,
  "total_charge": 0,
  "smiles": "C[C@]1(O)Oc2ccccc2[C@@H]1O",
  "lumo_energy_ha": 0.025,
  "homo_lumo_gap_ha": 0.3373
}

***

# 5
{
  "formula": "C2H14N2O3",
  "method": "ωB97M-V with the def2-TZVPD basis set",
  "elements": ["O", "O", "O", "N", "N", "C", "C", "H", "H", "H", "H", "H", "H", "H", "H", "H", "H", "H", "H", "H", "H"],
  "coordinates": [[1.96231, -3.17802, 5.00161], [-2.10694, -3.41038, 1.18089], [-0.46923, 4.93535, 0.45511], [-0.14902, 2.11824, -2.54235], [0.63255, -1.09060, -0.86879], [0.53920, 0.34580, -1.03009], [-0.04947, 0.66032, -2.40898], [-1.00564, 0.15039, -2.54784], [0.72683, 0.32892, -3.11632], [0.80923, -1.36829, 0.08892], [-0.77231, 4.04230, 0.24816], [1.53185, 0.76763, -0.96444], [-0.17698, -1.62665, -1.17668], [-1.00066, 2.46789, -2.10129], [-0.03231, 4.81767, 1.30944], [-0.18853, 2.44013, -3.49920], [2.59901, -2.65951, 5.50803], [-1.28564, -3.87181, 0.97246], [1.32609, -2.53703, 4.65528], [-2.75633, -4.12063, 1.10993], [-0.13403, 0.78827, -0.27384]],
  "e_homo_ha": -0.3354,
  "total_charge": 0,
  "smiles": "NCCN.O.O.O",
  "lumo_energy_ha": 0.018,
  "homo_lumo_gap_ha": 0.3529
}

***

# 6
{
  "formula": "C2H7O2Rh",
  "method": "ωB97M-V with the def2-TZVPD basis set",
  "elements": ["Rh", "O", "O", "C", "C", "H", "H", "H", "H", "H", "H", "H"],
  "coordinates": [[-2.94874, -2.39761, -0.26014], [-1.62802, -1.16380, -0.58008], [0.01339, 0.80718, -0.28161], [0.19937, 1.06858, 1.08718], [0.98891, -0.21959, -0.87721], [-1.31441, -0.20480, -0.40397], [1.92602, 0.34342, -1.03932], [0.06995, 0.15433, 1.69360], [1.26026, -0.99509, -0.14035], [1.21571, 1.45230, 1.28034], [0.79205, -0.62543, -1.87813], [-0.57448, 1.78050, 1.39968]],
  "e_homo_ha": [-0.2383, -0.3549],
  "total_charge": 0,
  "spin_multiplicity": 5,
  "lumo_energy_ha": [0.031, -0.047],
  "homo_lumo_gap_ha": [0.2691, 0.3080]
}

***

Relative energy (zero: lowest compared OMol25 entry of this formula, charge and spin) values, unit kJ/mol, following the record order: 284.5, 388.6, 0.0, 211.9, 113.7, 0.0.
Molar mass values, unit g mol⁻¹, following the record order: 331.81, 99.16, 678.26, 166.18, 114.14, 165.98.